169
Properties=species:S:1:pos:R:3 method="wB97M-V/def2-TZVPD" charge=-1 e_tot_ev=-104781.338 e_lumo_ha=0.060 homo_ev=-4.4
H 9.115 1.235 -7.583
H -8.591 0.915 10.281
H -2.065 -0.397 -5.118
H -4.023 3.744 3.423
H 3.742 -3.623 -6.025
H 8.274 2.915 -5.474
H -2.356 2.401 -0.030
H -1.782 -1.984 4.621
H -8.558 3.306 8.611
O -8.264 1.859 12.926
H -9.419 3.506 12.841
H 9.274 1.800 -4.565
H 11.606 3.758 -3.624
C 7.502 0.051 -6.790
C 9.008 2.859 -4.669
H 9.992 3.853 -2.293
C -3.679 2.765 3.079
C -1.244 -0.105 -2.128
N 9.117 3.360 -2.166
C 5.251 0.716 -7.497
O 10.139 3.597 -5.106
P 1.869 1.365 -5.340
O 0.392 2.224 1.974
C -6.019 -4.079 6.636
H -4.367 -0.040 -4.346
C 8.042 1.070 -7.567
H -1.639 -5.684 -6.969
H 11.896 3.728 0.774
H -5.147 1.681 -2.752
C -8.046 2.510 9.161
O -6.235 0.397 -1.524
C 8.386 -0.836 -5.949
C -7.314 1.628 8.175
H -10.457 1.835 11.407
H -6.414 2.104 12.005
C 2.436 -6.188 -5.907
H 1.233 2.546 -4.885
C 1.022 3.428 2.351
H 1.672 -2.969 -6.007
C -9.670 2.474 10.999
H 3.536 -0.361 -6.872
H 11.395 2.138 -4.324
H -6.143 -2.316 -3.520
H -10.163 3.357 10.580
C -8.792 2.925 12.160
C -6.541 -0.405 -2.649
H -0.072 0.385 -5.217
H -6.197 -5.153 6.746
C 8.357 3.418 -3.413
O -5.218 -3.580 7.687
O -3.873 3.590 0.763
H -0.802 -2.380 6.025
H -2.010 0.695 3.732
O 0.020 -6.023 -5.872
H -1.918 1.022 1.995
C -7.031 1.333 12.476
H 11.402 4.543 -0.727
H -6.970 -0.934 7.657
C -6.876 -0.656 8.712
C 3.791 -5.101 -7.636
O 11.627 2.470 -0.857
C 11.373 3.210 -4.544
H 1.475 3.847 1.455
H -1.155 -0.016 5.927
H 1.171 -1.808 -7.223
C -0.138 1.465 3.052
H 3.249 -6.842 -5.575
H -5.305 2.552 1.723
Cl 1.917 2.729 -8.161
H -3.689 -2.751 5.792
H -4.899 -1.110 5.995
H -5.003 0.618 6.344
C -5.738 -1.700 -2.709
C 9.401 2.013 -1.697
H -5.340 2.166 -1.056
H 8.460 1.538 -1.406
C 11.997 3.719 -0.317
H 9.869 1.378 -2.463
H -0.984 0.790 -1.561
H -7.163 0.511 11.766
N 2.617 -5.909 -7.323
H -3.900 -4.558 8.901
H -6.433 0.186 -3.566
N 0.875 0.113 -5.452
H -1.792 3.405 2.690
C -4.212 2.556 1.668
C -3.975 -4.254 7.854
C -1.794 -2.037 5.712
C -3.866 -0.997 -4.138
H 2.813 1.192 -4.285
C 1.587 -2.803 -7.084
H 7.939 -1.829 -5.850
H -4.136 2.015 3.733
O -3.160 0.011 5.737
C 5.827 1.736 -8.265
H 5.679 -0.914 -6.180
H 7.407 2.895 -3.261
C -4.362 -0.260 6.429
H -5.918 -2.243 -1.777
C -0.782 -6.355 -6.982
H -4.183 -0.453 7.490
H 3.882 -5.059 -8.724
H -5.573 -3.900 5.652
H 3.404 0.351 -8.460
H -7.981 3.585 11.829
H -0.250 -6.226 -7.932
N -2.236 2.707 3.274
H 0.903 -3.547 -7.514
C -2.817 -3.341 7.520
H -3.914 -1.052 -2.119
H -4.102 -1.681 -4.958
H 9.382 -0.935 -6.382
C 3.763 0.542 -7.445
H -3.943 -5.154 7.232
H 8.113 4.466 -3.602
H -2.919 -2.440 8.143
H 9.908 2.685 0.282
H 4.677 -5.628 -7.262
H -6.503 0.947 13.347
O -6.483 0.695 8.852
H -2.018 -0.599 7.343
C 10.320 2.037 -0.497
H 0.260 0.449 2.969
H -1.884 -3.836 7.807
H 1.086 -7.212 -4.606
H -7.828 -0.865 9.214
N -2.771 -3.051 6.096
C -5.175 1.318 -1.721
C 7.204 1.906 -8.304
H -1.818 -1.639 -3.890
H 3.755 2.698 -6.411
C -1.646 1.407 2.988
O 2.860 -2.834 -7.713
H 0.315 4.156 2.764
B 2.988 1.860 -6.842
H 5.166 2.400 -8.814
H 12.152 3.432 -5.274
H -7.290 2.983 9.804
H -6.976 -3.561 6.686
H -1.814 3.944 0.667
H -2.698 3.928 -0.862
H -7.598 -0.673 -2.562
H 0.188 1.884 4.010
H -6.674 2.253 7.545
C 3.822 -3.668 -7.120
C -2.005 -0.627 6.247
N -4.297 -1.597 -2.882
C 6.115 -0.116 -6.778
H -6.098 -1.272 9.158
H -1.754 -0.812 -1.460
H -1.141 -7.388 -6.921
H 4.798 -3.246 -7.384
H -8.025 1.105 7.528
H -4.203 0.882 -1.474
H 1.794 -5.428 -7.668
H 1.040 -7.780 -6.285
H 13.043 3.883 -0.571
C -2.622 3.452 0.116
H -3.916 1.583 1.257
H 2.459 -5.284 -5.282
H 1.809 3.250 3.092
H 8.481 -0.431 -4.936
H 10.405 1.025 -0.091
N -9.033 1.746 9.909
H 7.627 2.706 -8.903
C -2.378 -0.730 -4.126
C 1.122 -6.891 -5.652
H -0.320 -0.563 -2.494
O -2.065 0.305 -3.201